13
Properties=species:S:1:pos:R:3:forces:R:3 method="wB97M-V/def2-TZVPD" e_above_lowest_kj_mol=215.3 orbital_gap_ev=9.01 total_energy_ev=-29330.4741 lumo_energy_ha=0.01185 homo_energy_ev=-8.7 multiplicity=1 smiles=SCc1nc(S)n[nH]1
S -1.836 0.667 1.786 -2.8135 -2.0652 -1.4378
C -1.484 -0.416 0.232 -2.6952 -2.0931 2.2968
C -0.030 -0.278 -0.034 -0.7496 0.4924 4.3758
N 0.583 -0.165 -1.097 1.6237 -0.7590 -6.6783
C 1.864 0.250 -0.876 -1.6378 0.8104 3.1853
S 2.914 0.695 -2.136 -1.1125 -1.3763 -2.2334
N 2.042 0.526 0.425 -0.8326 -0.9869 -0.8284
N 0.818 0.176 0.922 -0.0923 -0.3547 4.8164
H -3.186 0.041 1.816 2.3694 1.4081 0.3724
H -2.079 -0.099 -0.597 0.0501 0.7973 -0.5864
H -2.168 -1.468 0.500 3.0825 2.3745 -0.6864
H 1.930 -0.018 -2.957 1.9473 1.3143 0.7672
H 0.631 0.090 2.017 0.8606 0.4382 -3.3632